80
Properties=species:S:1:pos:R:3 method="wB97M-V/def2-TZVPD" orbital_gap_ev=10.1 smiles=BrCCBr.BrCCBr.BrCCBr.BrCCBr.BrCCBr.BrCCBr.BrCCBr.BrCCBr.BrCCBr.BrCCBr e_lumo_ev=-0.096 charge=0 mol_weight_g_mol=1878.6 e_above_lowest_kj_mol=412.4
Br -7.28670 9.33155 -0.22963
Br -2.75499 13.72293 11.44161
Br -13.95104 11.78970 -1.05989
Br -12.79833 20.29470 7.38976
Br -6.47655 3.75871 5.41552
Br 1.35161 12.49457 2.11861
Br -10.48131 14.28674 15.71092
Br -15.65065 6.71372 7.70165
Br -8.59035 17.11642 17.46074
Br -12.95426 7.23611 5.27756
Br -3.19654 18.18708 10.32902
Br -8.50871 21.70436 5.96285
Br -3.25066 5.11610 6.93378
Br 1.14298 15.70158 3.96407
Br -5.92479 4.39995 12.82207
Br -8.43867 13.87078 7.64175
Br -8.25870 8.34712 11.77832
Br -5.54565 11.42926 5.30581
Br -15.44602 12.46489 3.37018
Br -2.82360 8.54916 -1.81900
C -14.32619 12.57301 1.72387
C -7.12698 5.64575 11.90294
C -3.53777 4.51560 5.06765
C -10.92843 20.90554 7.66677
C -4.53663 3.39129 5.01501
C -6.78623 7.04711 12.24980
C -8.01023 16.03666 15.96079
C -9.15617 15.75546 15.02984
C -13.66495 6.68913 8.12867
C 2.28393 14.14757 4.41337
C -13.00137 7.67018 7.14370
C -7.59945 13.19110 5.97762
C -4.52207 9.45012 -1.16954
C -10.55399 21.66752 6.35617
C -7.24584 11.77155 6.30708
C 1.55063 12.84917 4.07820
C -3.45181 16.21145 10.29193
C -14.88472 11.62128 0.66558
C -5.58994 8.37784 -0.81335
C -2.38932 15.66098 11.27274
H -7.95037 11.00047 5.99534
H -3.26417 15.91985 9.25856
H -15.96304 11.66778 0.51332
H -11.01398 22.65361 6.29189
H -4.12196 2.52535 5.53106
H 0.52305 12.75297 4.42881
H -8.24149 13.43192 5.13035
H -4.78508 10.09500 -2.00802
H -4.26593 10.06336 -0.30557
H -8.70997 15.39434 14.10323
H -10.26784 20.08171 7.93698
H -6.70569 13.76291 5.72797
H 2.52865 14.14653 5.47554
H -13.58252 6.93796 9.18668
H -8.13441 5.44762 12.26891
H -14.79090 10.58731 0.99757
H -3.78810 5.31191 4.36669
H -14.43263 13.62971 1.47862
H -10.89708 21.59311 8.51197
H -12.00163 7.76912 7.56659
H 2.10084 12.03313 4.54667
H -1.32516 15.87564 11.17495
H -11.07609 21.18361 5.53074
H -4.47892 15.97526 10.57003
H -13.26013 5.68364 8.01372
H -7.15516 16.52884 15.49742
H -6.71594 7.20338 13.32625
H -13.55426 8.58659 7.35009
H -5.34685 7.77173 0.05936
H -5.78894 7.85533 -1.74902
H -7.06736 5.35176 10.85503
H -2.63529 4.03589 4.68883
H -4.43763 3.06242 3.98052
H -9.79539 16.58100 14.71680
H -2.59213 16.05586 12.26825
H 3.17322 14.19507 3.78489
H -5.85218 7.21966 11.71511
H -6.85885 11.52899 7.29678
H -7.61228 15.12424 16.40485
H -13.33050 12.25347 2.03141

80
Properties=species:S:1:pos:R:3 method="wB97M-V/def2-TZVPD" orbital_gap_ev=2.5 e_lumo_ev=-1.751 charge=-1 mol_weight_g_mol=695.1 e_above_lowest_kj_mol=1385.7
Sr -1.93140 -22.46690 7.82493
F -2.44519 -15.61660 2.81955
F -1.78477 -15.73648 4.89692
F 1.63330 -27.77293 5.25098
F 0.37801 -29.50927 5.59769
F -4.62851 -15.49421 13.31248
F -3.71150 -15.17388 11.41763
F -3.63210 -14.74080 4.42607
F -2.71238 -16.33233 12.78878
F 0.24045 -28.37373 3.82190
O -0.15984 -27.03658 7.32583
O -3.82151 -18.36819 11.20649
O -2.98340 -18.40260 4.35132
O -5.71409 -17.20419 10.97177
O -0.97032 -26.08173 5.40053
O -4.69150 -17.41575 3.36375
O -5.03705 -24.30340 10.14991
O 6.09279 -23.71915 8.90980
N 3.24758 -22.29952 8.60266
N -6.41857 -23.15059 7.75042
C -0.59086 -27.30912 5.98420
C 0.39575 -28.25072 5.18879
C 4.28539 -22.64933 7.62534
C -8.52931 -24.06768 8.66165
C -6.32939 -24.66878 9.71226
C 5.99936 -23.56187 10.34235
C 0.75192 -27.79547 9.46458
C -0.11550 -28.18762 8.27091
C -7.10601 -23.56462 8.95941
C -3.67969 -17.17748 4.34296
C -7.84165 -16.41417 10.30149
C -4.62577 -17.41901 11.85627
C -6.00818 -16.81344 3.55237
C 5.69242 -22.55335 8.11297
C -4.92919 -24.17013 11.50828
C -6.99159 -17.21238 2.43381
C 4.11444 -21.79129 6.38043
C -6.82100 -16.50160 11.47726
C -3.92409 -16.08735 12.33902
C -2.88464 -15.82624 4.11633
H 5.93922 -21.55153 8.46447
H 1.77180 -27.73327 9.08501
H -7.97662 -16.75202 2.51044
H -3.85260 -24.16150 11.67855
H -6.61284 -23.80352 7.00473
H -5.07411 -17.93991 12.70229
H -6.42435 -17.26632 4.45225
H -5.23181 -25.08736 12.01346
H 4.03596 -23.66204 7.30865
H -9.18039 -23.22383 8.43340
H 6.35706 -22.64077 7.25349
H 5.02104 -23.74889 10.78507
H -6.56736 -15.52780 11.89616
H -6.63219 -16.85500 1.46881
H -7.44209 -15.73305 9.55013
H -5.47478 -23.42063 12.08158
H -8.91417 -24.70818 9.45521
H -6.99256 -22.35726 7.50292
H -7.30083 -17.01210 12.31227
H -6.13032 -25.49428 9.02887
H -5.99222 -15.72557 3.61868
H 4.79396 -22.16860 5.61623
H 0.35624 -29.09656 7.89756
H -8.51569 -24.74136 7.80487
H 0.68685 -28.68002 10.09817
H -7.07822 -18.29637 2.35928
H -7.28976 -22.72340 9.62776
H 3.36157 -22.72773 9.51027
H 3.28954 -21.30193 8.75480
H -1.14108 -28.42719 8.55178
H 6.25400 -22.54495 10.64090
H 4.36256 -20.75080 6.59001
H 3.10729 -21.84068 5.96656
H -6.95917 -25.12577 10.47557
H -1.50801 -27.88720 6.09721
H -8.22858 -17.34847 9.89471
H 0.55045 -26.94717 10.11873
H -8.71065 -16.00760 10.81885
H 6.75487 -24.17155 10.83793
H -4.16333 -17.00191 5.30388

64
Properties=species:S:1:pos:R:3 method="wB97M-V/def2-TZVPD" orbital_gap_ev="6.1 / 5.3" e_lumo_ev="0.153 / 0.133" s_squared=6.219 charge=0 mol_weight_g_mol=426.4 e_above_lowest_kj_mol=511.2 multiplicity=5
Fe -0.23408 0.99618 -3.09114
P -1.27562 -0.57827 -2.32659
P -0.74509 -2.72481 0.89678
Si 2.43539 3.69161 0.62794
C -1.73409 -3.57337 2.27218
C -0.54169 -0.75611 -4.12139
C -1.45488 -3.06818 -0.78103
C -0.19246 0.31712 0.23535
C -0.29989 -0.64125 2.94841
C 0.66665 2.74710 -1.75700
C -3.05963 -0.68681 -2.63221
C 0.45764 -1.77617 2.31503
C -1.80704 -0.66723 2.54542
C 1.39396 2.96029 -0.72883
C 3.01337 5.41781 0.20158
C 0.95163 -1.81709 0.96317
C -0.91655 -2.32415 -2.01196
C -0.08705 3.38833 -2.86571
C 0.35022 -4.36986 0.99716
C 1.01230 -0.62312 0.04599
C 1.47387 3.90044 2.23533
C -1.92117 -1.25770 1.13707
C 3.94804 2.63638 1.02145
C -1.55280 -0.21777 0.23401
H -0.32970 2.71012 -3.70877
H -1.31547 -4.14627 -0.96634
H 1.14031 -4.42409 0.24253
H 1.75959 3.15423 2.99037
H 4.85238 3.26151 1.09882
H 0.45037 -1.23041 -4.21084
H -3.53909 -1.05859 -1.72000
H -1.44537 -2.74232 -2.88333
H 0.83023 -4.41380 1.98287
H 0.96712 -2.41446 3.04674
H 0.16494 -2.47335 -2.16457
H 1.07750 -0.91734 -1.01764
H -2.22117 0.35250 2.55376
H -2.79707 -3.30984 2.22691
H 3.24997 5.95940 1.12235
H -2.34279 -1.21701 3.30890
H -1.02877 3.84385 -2.51071
H -3.13697 -1.38995 -3.46664
H 0.48484 4.21874 -3.31093
H 1.67836 4.89875 2.65349
H -3.46567 0.29318 -2.92120
H -2.95340 -1.57989 0.98091
H -0.03140 0.96954 1.10001
H 4.10836 1.89942 0.22281
H 1.90759 -0.02987 0.23964
H 0.14574 0.34884 2.76437
H -2.32961 0.51952 0.00025
H 3.83122 2.10121 1.97676
H -0.28385 -5.26369 0.89424
H -2.54331 -2.91242 -0.67627
H 3.90797 5.40023 -0.42418
H -0.22734 -0.71873 4.05028
H -1.34326 -3.25456 3.24700
H -1.67202 -4.66842 2.26462
H -1.28990 -1.35018 -4.67061
H 0.39345 3.82747 2.05841
H -0.07696 1.04609 -0.57514
H 2.24490 5.98322 -0.33056
H -0.48888 0.24858 -4.62756
H 1.78614 -2.49461 0.79825